No. 1
The following is a quantum chemistry calculation of C13H12ClIrNO2 as an isolated structure at a distorted geometry, from OMol25.

Each line ends with the Mulliken charge.
Positions of all 30 atoms, in Å:
Cl (2.88, -0.07, 0.66)  -0.08
C (-0.43, 1.77, -1.44)  -0.65
C (-1.17, 0.62, -1.89)  -0.57
C (-0.25, -0.38, -2.25)  -0.35
H (-2.25, 0.56, -1.99)  0.53
C (1.09, 0.07, -2.01)  0.36
C (0.98, 1.47, -1.56)  -0.38
H (1.82, 2.14, -1.52)  0.56
H (-0.84, 2.75, -1.20)  0.52
H (-0.49, -1.36, -2.69)  0.64
C (2.34, -0.61, -2.42)  -0.99
Ir (0.50, 0.38, 0.21)  1.22
C (-1.21, 0.52, 1.03)  0.32
C (1.14, 0.78, 1.94)  0.28
O (-2.24, 0.65, 1.53)  -0.31
O (1.30, 1.02, 3.07)  -0.27
H (2.15, -1.69, -2.51)  0.35
H (3.11, -0.46, -1.67)  0.29
H (2.67, -0.24, -3.40)  0.34
C (-0.34, -4.50, 1.69)  -0.16
C (-0.17, -4.22, 0.33)  -0.89
C (0.04, -2.88, -0.05)  0.16
N (0.10, -1.87, 0.83)  0.03
C (-0.10, -2.15, 2.13)  0.06
C (-0.31, -3.45, 2.61)  -0.86
H (-0.49, -5.52, 2.02)  0.44
H (-0.21, -4.97, -0.48)  0.42
H (0.17, -2.60, -1.10)  0.22
H (-0.09, -1.28, 2.80)  0.36
H (-0.43, -3.56, 3.69)  0.40

Summary:
HOMO level (spin up / spin down) = -14.9 / -16.9 eV
Spin multiplicity = 6
Charge = +2
Orbital gap (spin up / spin down) = 0.2825 / 0.1690 Ha
LUMO level (spin up / spin down) = -7.24 / -12.34 eV

***

No. 2
The following is a quantum chemistry calculation of C13H12CuNO2S2 as an isolated structure, from OMol25.

Each line ends with the Mulliken charge.
Positions of all 31 atoms, in Å:
Cu (-0.50, 0.63, 0.12)  -0.72
S (0.95, 0.88, -1.61)  -0.29
C (0.51, -0.50, -2.62)  0.28
C (1.18, -0.70, -3.82)  -0.60
C (0.87, -1.76, -4.66)  -0.47
C (-0.14, -2.65, -4.30)  -0.48
C (-0.82, -2.46, -3.10)  -0.55
C (-0.50, -1.40, -2.24)  0.51
S (-1.38, -1.25, -0.72)  -0.31
H (1.96, -0.01, -4.10)  0.35
H (1.41, -1.89, -5.59)  0.32
H (-0.41, -3.48, -4.94)  0.32
H (-1.61, -3.14, -2.81)  0.35
C (-4.27, 2.03, 1.18)  -0.70
O (-3.12, 1.58, 0.48)  -0.28
C (-2.02, 1.26, 1.25)  1.05
O (-2.13, 1.39, 2.46)  -0.65
H (-5.02, 2.23, 0.42)  0.20
H (-4.06, 2.93, 1.75)  0.27
H (-4.63, 1.26, 1.87)  0.26
C (2.99, 0.31, 3.65)  -0.06
C (1.78, 0.91, 3.96)  -0.74
C (0.84, 1.07, 2.96)  0.00
N (1.05, 0.67, 1.70)  -0.14
C (2.22, 0.09, 1.41)  0.01
C (3.21, -0.11, 2.35)  -0.79
H (3.75, 0.16, 4.42)  0.37
H (1.56, 1.24, 4.96)  0.37
H (-0.14, 1.49, 3.14)  0.44
H (2.34, -0.20, 0.37)  0.30
H (4.14, -0.59, 2.06)  0.36

Summary:
HOMO level (spin up / spin down) = -3.5 / -3.6 eV
Spin multiplicity = 2
Charge = -1
Energy above the lowest of the compared OMol25 structures with the same formula, charge and spin = 0.0 kJ/mol
Orbital gap (spin up / spin down) = 0.2380 / 0.2364 Ha
LUMO level (spin up / spin down) = 2.93 / 2.79 eV

***

No. 3
The following is a quantum chemistry calculation of C13H12F2MoN6O6S as an isolated structure, from OMol25.

Each line ends with the Mulliken charge.
Positions of all 41 atoms, in Å:
Mo (0.26, 0.12, -0.18)  -0.24
S (1.34, 4.53, -0.53)  -0.29
C (2.82, 3.65, -0.50)  -0.53
C (2.62, 2.31, -0.39)  -0.49
C (1.24, 1.96, -0.32)  0.81
C (0.45, 3.07, -0.37)  -0.21
C (-0.98, 2.91, -0.25)  1.50
C (-1.94, 3.91, -0.27)  -0.90
C (-3.27, 3.57, -0.11)  -0.36
C (-3.62, 2.24, 0.08)  -0.93
C (-2.62, 1.29, 0.09)  -0.21
N (-1.33, 1.61, -0.08)  0.10
H (3.75, 4.18, -0.57)  0.47
H (3.43, 1.60, -0.35)  0.41
H (-1.63, 4.94, -0.41)  0.41
H (-4.03, 4.34, -0.12)  0.42
H (-4.64, 1.94, 0.22)  0.39
H (-2.83, 0.24, 0.23)  0.46
N (-1.27, -3.35, 0.27)  -0.47
N (-0.01, -3.83, 0.61)  0.00
C (1.10, -3.29, 0.11)  0.39
N (2.27, -3.82, 0.47)  -0.38
N (0.94, -2.21, -0.69)  -0.17
N (2.05, -1.71, -1.27)  1.14
O (1.94, -0.47, -1.49)  -0.64
O (3.01, -2.34, -1.60)  -0.71
H (-1.73, -2.98, 1.10)  0.24
H (-1.82, -4.09, -0.15)  0.25
H (0.09, -4.46, 1.40)  0.21
H (2.30, -4.32, 1.35)  0.26
H (3.11, -3.37, 0.17)  0.20
O (-0.85, -2.02, 3.01)  -0.61
C (-0.25, -1.26, 2.29)  0.30
O (-0.83, -0.47, 1.41)  -0.43
C (1.31, -1.24, 2.19)  0.74
O (1.98, -1.97, 2.90)  -0.67
O (1.74, -0.44, 1.27)  -0.54
F (-1.10, 0.98, -2.79)  -0.32
C (-0.78, -0.17, -2.09)  0.41
F (-2.00, -0.80, -1.84)  -0.31
H (-0.25, -0.81, -2.79)  0.28

Summary:
HOMO level (spin up / spin down) = -7.9 / -8.5 eV
Spin multiplicity = 3
Orbital gap (spin up / spin down) = 0.2607 / 0.2781 Ha
LUMO level (spin up / spin down) = -0.83 / -0.95 eV

***

No. 4
The following is a quantum chemistry calculation of a 2-piece molecular cluster, C13H12N2O3P overall at a distorted geometry, from OMol25.

Each line ends with the Mulliken charge.
Positions of all 31 atoms, in Å:
C (4.76, -2.43, 1.31)  -0.10
C (4.01, -1.70, 0.67)  -0.70
C (3.01, -0.55, 0.32)  0.78
C (3.64, 0.77, -0.01)  -0.43
C (2.77, 1.98, -0.33)  -0.54
C (1.30, 1.79, -0.30)  -0.52
C (0.65, 0.44, 0.00)  0.26
N (-0.76, 0.40, 0.00)  -0.45
C (-1.25, -0.85, 0.32)  0.39
P (-3.14, -1.00, 0.40)  0.09
C (-3.68, -2.80, 0.29)  -1.03
C (-3.63, -0.42, 2.15)  -0.91
C (-0.36, -2.04, 0.59)  -0.13
N (1.02, -2.05, 0.60)  -0.53
C (1.49, -0.76, 0.31)  0.37
H (5.48, -2.96, 1.98)  0.35
H (4.76, 0.91, -0.03)  0.33
H (3.20, 2.98, -0.57)  0.41
H (0.61, 2.68, -0.50)  0.37
H (-3.85, -3.11, -0.80)  0.31
H (-4.71, -2.85, 0.77)  0.32
H (-3.03, -3.53, 0.85)  0.34
H (-2.83, 0.31, 2.49)  0.30
H (-4.63, 0.11, 2.14)  0.28
H (-3.61, -1.28, 2.89)  0.28
H (-0.87, -3.03, 0.81)  0.15
C (0.23, 4.07, -3.36)  0.68
O (0.27, 4.18, -2.11)  -0.78
O (-0.74, 3.17, -3.76)  -0.50
O (0.89, 4.62, -4.25)  -0.73
H (-1.00, 2.98, -2.84)  0.34

Summary:
HOMO level = -4.4 eV
Charge = -1
Orbital gap = 0.2149 Ha
LUMO level = 1.44 eV

***

No. 5
The following is a quantum chemistry calculation of one molecule with the formula C13H12N4O4S at a distorted geometry, from OMol25.

Each line ends with the Mulliken charge.
Positions of all 34 atoms, in Å:
C (-3.20, -2.64, 0.26)  -1.78
C (-3.08, -1.15, 0.26)  0.97
C (-4.19, -0.35, 0.07)  -0.67
C (-4.07, 1.04, 0.06)  -0.27
N (-5.24, 1.85, -0.15)  1.01
O (-5.09, 3.05, -0.19)  -0.62
O (-6.30, 1.28, -0.26)  -0.62
C (-2.84, 1.65, 0.25)  -0.75
C (-1.72, 0.86, 0.45)  -0.31
C (-1.82, -0.53, 0.43)  0.41
N (-0.71, -1.35, 0.65)  -0.14
C (0.58, -1.27, 0.22)  0.49
O (1.39, -2.08, 0.59)  -0.62
C (0.94, -0.17, -0.76)  -0.83
S (1.74, 1.20, 0.14)  -0.27
C (3.43, 0.82, -0.15)  0.36
N (3.74, -0.06, -1.03)  -0.35
C (5.06, -0.31, -1.21)  -0.19
C (6.05, 0.33, -0.52)  -0.58
C (5.72, 1.34, 0.46)  0.51
O (6.47, 2.00, 1.13)  -0.64
N (4.32, 1.52, 0.58)  -0.10
H (-4.21, -2.93, -0.03)  0.40
H (-2.49, -3.09, -0.43)  0.37
H (-3.01, -3.04, 1.26)  0.39
H (-5.16, -0.78, -0.08)  0.46
H (-2.77, 2.73, 0.27)  0.50
H (-0.77, 1.33, 0.65)  0.59
H (-0.90, -2.20, 1.17)  0.24
H (1.71, -0.53, -1.44)  0.39
H (0.07, 0.23, -1.29)  0.63
H (5.28, -1.07, -1.95)  0.44
H (7.09, 0.11, -0.68)  0.38
H (4.01, 2.21, 1.26)  0.21

Summary:
HOMO level = -9.1 eV
Energy above the lowest of the compared OMol25 structures with the same formula, charge and spin = 30.9 kJ/mol
Orbital gap = 0.3058 Ha
LUMO level = -0.78 eV
Structure (SMILES) = Cc1cc([N+](=O)[O-])ccc1NC(=O)CSc1nccc(=O)[nH]1

***

No. 6
The following is a quantum chemistry calculation of C13H12O5PSr as an isolated structure at a distorted geometry, from OMol25.

Each line ends with the Mulliken charge.
Positions of all 32 atoms, in Å:
O (-3.54, -5.13, 0.59)  -0.19
C (-3.32, -4.22, -0.07)  0.23
Sr (-2.03, -0.15, -2.69)  1.58
O (-1.54, -1.93, 0.98)  -0.46
C (-1.83, -1.97, -0.19)  0.82
C (-1.30, -2.49, -2.47)  -1.35
O (-0.44, -1.98, -3.24)  -0.61
C (-3.24, -1.29, -0.59)  -0.52
O (-4.33, -1.69, -0.30)  -0.27
C (-1.08, -2.92, -1.10)  1.41
O (-0.38, -3.82, -0.67)  -0.52
H (-2.46, -2.30, -2.73)  0.72
C (-0.95, 1.93, -0.54)  -0.76
P (0.82, 2.16, -1.02)  0.13
C (1.19, 0.56, -1.87)  -0.78
C (1.62, 1.86, 0.62)  0.38
C (1.85, 0.58, 1.16)  0.14
C (2.36, 0.45, 2.45)  -0.71
C (2.65, 1.60, 3.21)  -0.37
C (2.43, 2.88, 2.69)  -0.57
C (1.94, 3.00, 1.40)  -0.39
H (-1.58, 2.26, -1.39)  0.14
H (-1.18, 2.61, 0.29)  0.36
H (-1.18, 0.91, -0.20)  0.20
H (2.28, 0.41, -1.83)  0.43
H (0.70, -0.35, -1.46)  0.06
H (0.93, 0.67, -2.94)  0.32
H (1.64, -0.32, 0.58)  0.13
H (2.54, -0.56, 2.87)  0.36
H (3.02, 1.47, 4.23)  0.38
H (2.66, 3.78, 3.29)  0.36
H (1.76, 3.99, 0.96)  0.35

Summary:
HOMO level (spin up / spin down) = -11.8 / -11.5 eV
Charge = +1
Energy above the lowest of the compared OMol25 structures with the same formula, charge and spin = 303.0 kJ/mol
Orbital gap (spin up / spin down) = 0.2456 / 0.2116 Ha
LUMO level (spin up / spin down) = -5.11 / -5.70 eV

***

No. 7
The following is a quantum chemistry calculation of C13H13As2CrF12N2O5 as an isolated structure at a distorted geometry, from OMol25.

Each line ends with the Mulliken charge.
Positions of all 48 atoms, in Å:
Cr (-24.52, 19.18, 7.40)  1.69
As (-24.69, 20.67, 10.90)  1.92
F (-22.92, 20.54, 10.83)  -0.45
F (-24.80, 21.05, 12.66)  -0.49
F (-26.45, 20.60, 10.87)  -0.42
F (-24.67, 20.13, 9.14)  -0.37
F (-24.75, 18.92, 11.14)  -0.47
F (-24.69, 22.44, 10.55)  -0.44
As (-27.28, 21.79, 6.48)  1.90
F (-28.55, 20.52, 6.04)  -0.51
F (-27.68, 21.81, 8.22)  -0.44
F (-25.94, 23.00, 6.91)  -0.49
F (-26.87, 21.86, 4.84)  -0.40
F (-28.42, 23.14, 6.42)  -0.49
F (-26.06, 20.46, 6.86)  -0.39
C (-22.49, 21.76, 6.54)  -0.56
O (-23.21, 20.56, 6.71)  -0.34
H (-23.06, 22.68, 6.57)  0.13
H (-21.90, 21.70, 7.45)  0.32
H (-21.81, 21.76, 5.69)  0.32
C (-19.20, 17.39, 1.79)  -0.50
C (-18.68, 16.85, 2.90)  -0.41
C (-19.50, 16.74, 4.06)  -0.42
C (-20.81, 17.20, 4.04)  0.34
C (-21.38, 17.65, 2.85)  -0.46
C (-20.54, 17.73, 1.77)  -0.25
N (-21.53, 17.35, 5.37)  0.91
O (-21.11, 16.71, 6.31)  -0.54
O (-22.62, 17.95, 5.42)  -0.59
H (-18.62, 17.52, 0.88)  0.39
H (-17.66, 16.47, 2.87)  0.37
H (-18.99, 16.47, 4.98)  0.38
H (-22.41, 17.96, 2.75)  0.42
H (-20.86, 18.15, 0.82)  0.33
C (-24.18, 27.29, 8.44)  -0.35
C (-23.97, 26.09, 7.76)  -0.47
C (-23.05, 26.08, 6.67)  -0.08
C (-22.54, 27.33, 6.18)  -0.10
C (-22.88, 28.54, 6.89)  -0.26
C (-23.70, 28.53, 8.04)  -0.55
N (-21.68, 27.32, 4.97)  0.93
O (-21.33, 28.40, 4.50)  -0.57
O (-21.33, 26.22, 4.50)  -0.59
H (-24.86, 27.27, 9.27)  0.36
H (-24.43, 25.13, 7.94)  0.46
H (-22.82, 25.23, 6.04)  0.43
H (-22.63, 29.46, 6.38)  0.40
H (-23.86, 29.40, 8.65)  0.39

Summary:
HOMO level (spin up / spin down) = -9.8 / -9.8 eV
Spin multiplicity = 4
Energy above the lowest of the compared OMol25 structures with the same formula, charge and spin = 58.3 kJ/mol
Orbital gap (spin up / spin down) = 0.1623 / 0.1886 Ha
LUMO level (spin up / spin down) = -5.39 / -4.67 eV

***

No. 8
The following is a quantum chemistry calculation of C13H13BBr4N9O4Pt as an isolated structure at a distorted geometry, from OMol25.

Each line ends with the Mulliken charge.
Positions of all 45 atoms, in Å:
Pt (-0.09, -0.33, -0.39)  1.20
B (2.71, 1.32, -1.64)  -0.14
N (2.86, 0.05, -0.74)  0.35
C (4.04, -0.47, -0.41)  -0.31
C (3.85, -1.53, 0.46)  -1.07
C (2.48, -1.60, 0.62)  0.06
N (1.89, -0.65, -0.13)  -0.67
N (1.27, 1.93, -1.55)  0.24
C (0.97, 3.10, -2.11)  -0.23
C (-0.27, 3.52, -1.67)  -1.09
C (-0.69, 2.53, -0.81)  -0.09
N (0.26, 1.58, -0.73)  0.07
H (3.48, 2.12, -1.18)  -0.08
H (2.94, 1.05, -2.79)  -0.08
H (4.94, -0.03, -0.79)  0.44
H (4.60, -2.15, 0.92)  0.41
H (1.89, -2.22, 1.29)  0.49
H (1.69, 3.58, -2.77)  0.45
H (-0.79, 4.43, -1.94)  0.42
H (-1.62, 2.41, -0.28)  0.50
N (-0.44, -2.41, -0.35)  -0.54
N (-0.60, -2.87, -1.68)  -0.40
C (-1.21, -2.10, -2.65)  0.64
N (-1.43, -2.67, -3.82)  -0.33
N (-1.52, -0.88, -2.27)  -0.20
N (-2.40, -0.11, -3.01)  0.87
O (-2.78, 0.89, -2.47)  -0.55
O (-2.69, -0.45, -4.16)  -0.75
H (0.38, -2.90, 0.01)  0.42
H (-1.24, -2.66, 0.22)  0.37
H (-0.46, -3.86, -1.83)  0.20
H (-1.24, -3.65, -3.97)  0.17
H (-1.93, -2.13, -4.51)  0.25
Br (-1.14, 0.47, 7.10)  -0.07
C (-1.35, 0.49, 5.24)  0.39
C (-2.19, 1.54, 4.63)  0.37
Br (-2.97, 2.82, 5.74)  -0.06
C (-2.40, 1.60, 3.30)  -0.48
Br (-3.45, 2.90, 2.46)  -0.05
C (-1.79, 0.61, 2.42)  0.81
O (-1.95, 0.60, 1.23)  -0.51
C (-0.89, -0.44, 3.04)  0.25
O (-0.37, -1.20, 2.29)  -0.30
C (-0.73, -0.44, 4.49)  -0.32
Br (0.35, -1.80, 5.17)  -0.05

Summary:
HOMO level = -11.3 eV
Charge = +1
Energy above the lowest of the compared OMol25 structures with the same formula, charge and spin = 7.9 kJ/mol
Orbital gap = 0.2259 Ha
LUMO level = -5.19 eV

***

What did the eighth record say?
The following is a quantum chemistry calculation of C13H13BBr4N9O4Pt as an isolated structure at a distorted geometry, from OMol25.

Each line ends with the Mulliken charge.
Positions of all 45 atoms, in Å:
Pt (-0.09, -0.33, -0.39)  1.20
B (2.71, 1.32, -1.64)  -0.14
N (2.86, 0.05, -0.74)  0.35
C (4.04, -0.47, -0.41)  -0.31
C (3.85, -1.53, 0.46)  -1.07
C (2.48, -1.60, 0.62)  0.06
N (1.89, -0.65, -0.13)  -0.67
N (1.27, 1.93, -1.55)  0.24
C (0.97, 3.10, -2.11)  -0.23
C (-0.27, 3.52, -1.67)  -1.09
C (-0.69, 2.53, -0.81)  -0.09
N (0.26, 1.58, -0.73)  0.07
H (3.48, 2.12, -1.18)  -0.08
H (2.94, 1.05, -2.79)  -0.08
H (4.94, -0.03, -0.79)  0.44
H (4.60, -2.15, 0.92)  0.41
H (1.89, -2.22, 1.29)  0.49
H (1.69, 3.58, -2.77)  0.45
H (-0.79, 4.43, -1.94)  0.42
H (-1.62, 2.41, -0.28)  0.50
N (-0.44, -2.41, -0.35)  -0.54
N (-0.60, -2.87, -1.68)  -0.40
C (-1.21, -2.10, -2.65)  0.64
N (-1.43, -2.67, -3.82)  -0.33
N (-1.52, -0.88, -2.27)  -0.20
N (-2.40, -0.11, -3.01)  0.87
O (-2.78, 0.89, -2.47)  -0.55
O (-2.69, -0.45, -4.16)  -0.75
H (0.38, -2.90, 0.01)  0.42
H (-1.24, -2.66, 0.22)  0.37
H (-0.46, -3.86, -1.83)  0.20
H (-1.24, -3.65, -3.97)  0.17
H (-1.93, -2.13, -4.51)  0.25
Br (-1.14, 0.47, 7.10)  -0.07
C (-1.35, 0.49, 5.24)  0.39
C (-2.19, 1.54, 4.63)  0.37
Br (-2.97, 2.82, 5.74)  -0.06
C (-2.40, 1.60, 3.30)  -0.48
Br (-3.45, 2.90, 2.46)  -0.05
C (-1.79, 0.61, 2.42)  0.81
O (-1.95, 0.60, 1.23)  -0.51
C (-0.89, -0.44, 3.04)  0.25
O (-0.37, -1.20, 2.29)  -0.30
C (-0.73, -0.44, 4.49)  -0.32
Br (0.35, -1.80, 5.17)  -0.05

Summary:
HOMO level = -11.3 eV
Charge = +1
Energy above the lowest of the compared OMol25 structures with the same formula, charge and spin = 7.9 kJ/mol
Orbital gap = 0.2259 Ha
LUMO level = -5.19 eV